(1)
126
Properties=species:S:1:pos:R:3:forces:R:3 method="wB97M-V/def2-TZVPD" gap_ha=0.1658 homo_ev=-4.76 e_tot_ev=-86958.3318
C 2.043 3.100 0.671 -1.8 0.6 -1.5
C 1.378 1.996 1.492 1.9 0.6 1.2
N 1.009 0.812 0.738 -0.7 -1.0 -1.1
C 0.349 -0.301 1.262 0.5 0.4 -0.1
C 0.167 -1.163 0.225 -0.8 -1.0 0.8
N 0.662 -0.610 -0.899 1.0 2.1 0.0
C 1.158 0.595 -0.578 0.1 0.3 0.3
C 0.564 -1.117 -2.249 -0.7 0.1 -0.7
H 1.260 3.381 -0.047 0.1 0.3 -0.1
H 2.894 2.930 0.011 0.3 -0.8 0.7
H 2.219 4.034 1.201 0.1 -0.3 0.5
H 0.558 2.381 2.098 -0.5 0.0 -0.6
H 2.066 1.705 2.292 0.1 -0.5 -0.2
H 0.103 -0.317 2.313 -0.1 -0.3 -0.1
H -0.347 -2.106 0.134 0.1 0.0 0.5
H 1.529 1.315 -1.288 0.2 -0.1 0.0
H -0.427 -1.565 -2.324 0.3 -0.5 -0.2
H 1.391 -1.766 -2.527 -0.2 -0.3 0.3
H 0.541 -0.305 -2.977 0.2 0.3 0.3
C -1.253 -2.962 3.013 -0.3 -0.9 -0.6
C -2.283 -3.989 3.628 -0.5 -0.7 0.0
C -3.677 -3.569 3.058 0.8 1.7 -0.4
O -2.083 -5.308 3.411 0.6 0.4 -0.2
H -1.212 -3.141 1.931 -0.4 0.4 0.0
H -0.204 -3.122 3.277 -0.1 0.0 0.7
H -1.625 -1.967 3.275 0.4 0.2 -0.1
H -2.266 -3.755 4.712 -0.2 0.2 0.3
H -4.583 -3.883 3.570 0.2 -0.6 0.0
H -3.660 -3.789 1.986 -0.3 -0.6 0.1
H -3.739 -2.467 3.021 -0.2 0.1 0.4
C -0.001 1.952 -4.453 -0.9 -0.2 -0.4
C 0.041 2.613 -3.253 -0.3 -0.5 1.2
C -1.020 2.435 -2.347 0.2 0.6 -0.4
C -2.116 1.657 -2.669 0.2 0.2 0.3
C -2.224 1.075 -3.922 0.5 0.2 0.3
C -1.181 1.280 -4.820 0.1 -0.2 -0.5
O -1.305 0.808 -6.112 0.0 -0.2 0.1
O -0.928 3.126 -1.168 0.4 0.1 0.4
H 0.852 1.952 -5.120 0.0 0.1 -0.1
H 0.918 3.163 -2.933 0.0 0.1 -0.1
H -2.917 1.520 -1.952 0.0 0.0 0.1
H -3.112 0.479 -4.069 0.2 -0.1 -0.8
H -0.866 1.432 -6.698 0.0 0.0 0.0
H -1.728 3.068 -0.639 -0.1 -0.2 -0.2
C 1.215 -6.353 -0.649 0.1 0.5 -1.2
C 0.527 -5.437 -1.475 -0.1 -0.4 1.2
C -0.554 -4.774 -0.920 -0.8 -0.1 0.2
C -1.029 -5.087 0.368 0.2 -0.1 -1.3
C -0.378 -6.023 1.130 0.1 0.6 -0.2
C 0.783 -6.613 0.622 -0.2 0.0 1.0
O 1.528 -7.433 1.441 0.1 -0.4 -0.3
O -1.279 -3.905 -1.695 0.6 0.3 -1.0
H 2.098 -6.806 -1.080 0.0 -0.3 0.3
H 0.805 -5.365 -2.514 0.1 0.3 -0.1
H -1.978 -4.665 0.676 0.2 0.0 0.3
H -0.804 -6.105 2.130 0.0 -0.4 0.4
H 0.937 -7.778 2.118 0.1 0.1 0.1
H -1.752 -3.205 -1.203 -0.3 -0.5 0.1
C -2.472 1.541 5.543 0.4 0.3 1.3
C -3.613 2.282 5.722 -0.3 0.5 -1.0
C -4.221 2.775 4.573 -0.8 -0.7 -0.8
C -3.715 2.471 3.315 0.4 -0.8 -0.4
C -2.542 1.704 3.144 -0.3 1.5 1.0
C -1.894 1.310 4.307 0.6 -0.6 0.3
O -0.753 0.576 4.260 0.1 -0.8 -1.4
O -5.456 3.386 4.629 0.6 0.3 0.4
H -1.949 1.204 6.431 0.0 -0.2 -0.1
H -4.092 2.499 6.669 0.3 -0.2 0.2
H -4.274 2.700 2.417 -0.1 0.5 0.2
H -2.066 1.678 2.173 -0.1 -0.6 -0.1
H 0.011 0.745 4.840 -0.3 0.8 0.2
H -5.531 3.675 5.547 -0.5 0.1 -0.2
C 5.631 3.334 -2.088 -0.3 -0.2 1.0
C 5.388 2.909 -3.363 1.1 0.1 -0.7
C 4.923 1.637 -3.611 -0.3 -1.1 -0.1
C 4.631 0.782 -2.539 -0.7 1.4 -0.3
C 4.818 1.248 -1.247 0.3 0.3 1.3
C 5.351 2.518 -0.977 0.2 0.9 -1.5
O 5.542 3.069 0.267 -0.4 -1.2 0.6
O 4.767 1.229 -4.894 0.1 0.1 -0.1
H 5.990 4.348 -1.955 0.1 0.0 0.2
H 5.775 3.527 -4.164 -0.5 0.0 -0.3
H 4.000 -0.078 -2.722 0.5 -0.4 0.0
H 4.535 0.592 -0.432 0.0 0.1 0.2
H 6.126 3.828 0.227 0.0 0.0 -0.3
H 4.215 0.423 -4.912 0.0 0.3 0.0
C 1.116 6.379 2.642 0.7 3.8 -0.4
O 2.066 6.922 2.078 -0.4 -1.4 0.2
N -0.091 6.206 2.040 0.0 -1.2 0.3
N 1.071 6.276 4.012 -0.1 -1.1 0.9
H -0.823 5.948 2.674 -0.6 0.1 -0.5
H -0.275 6.678 1.175 0.0 -0.2 -0.1
H 0.171 6.135 4.437 0.0 -0.1 0.0
H 1.640 6.901 4.557 0.4 0.0 -0.4
C -1.328 -3.287 -5.348 -1.0 0.9 2.3
O -2.053 -2.374 -4.938 0.5 -0.7 -0.3
N -1.361 -3.701 -6.630 0.1 0.0 -0.4
N -0.539 -4.016 -4.502 0.4 0.4 -0.6
H -0.541 -4.158 -6.982 -0.4 -0.2 -0.7
H -2.077 -3.238 -7.164 0.5 -0.1 -0.5
H 0.165 -4.617 -4.891 -0.2 -0.3 0.2
H -0.535 -3.805 -3.509 -0.2 0.0 0.0
C -3.577 -1.269 -0.301 -0.2 -1.9 -0.2
O -2.705 -2.126 -0.473 0.2 1.1 -0.3
N -4.418 -0.876 -1.289 -0.9 0.9 -1.3
N -3.849 -0.841 0.937 0.0 1.2 0.7
H -4.319 -1.127 -2.259 0.8 -0.7 0.3
H -5.318 -0.440 -1.179 0.2 0.1 0.9
H -4.471 -0.066 1.091 0.0 0.0 0.0
H -3.106 -0.940 1.615 -0.2 -0.4 0.1
C 1.587 2.275 6.273 -1.1 -0.4 -0.7
O 1.497 1.668 5.202 0.4 0.1 0.3
N 1.786 3.624 6.287 0.4 -0.3 -0.2
N 1.334 1.687 7.460 0.1 0.1 1.6
H 1.896 4.125 7.150 0.2 0.1 -0.1
H 2.250 3.931 5.447 -0.1 0.5 0.1
H 1.466 2.175 8.330 0.1 0.2 -0.2
H 0.962 0.768 7.613 0.1 -0.2 -0.8
C 2.190 -1.363 -5.460 1.0 -0.4 -0.5
O 2.614 -0.337 -4.928 -0.5 -0.5 0.0
N 1.418 -1.382 -6.574 -0.2 1.2 0.3
N 2.538 -2.629 -5.113 0.0 -1.3 0.4
H 1.025 -0.499 -6.849 -0.2 -0.2 -0.1
H 1.194 -2.222 -7.066 -0.2 0.0 -0.1
H 3.243 -2.975 -4.489 0.2 0.9 0.3
H 1.967 -3.377 -5.460 -0.1 0.1 -0.1

---

(2)
11
Properties=species:S:1:pos:R:3:forces:R:3 method="wB97M-V/def2-TZVPD" gap_ha="0.2375 / 0.3426" homo_ev="-7.89 / -8.91" de_lowest_ev=5.339 e_tot_ev=-77787.0924
C -1.301 1.711 0.242 -0.3 0.1 -0.3
C 0.145 -0.970 -1.041 1.2 2.3 2.4
C 0.900 -0.337 0.096 -1.4 -0.3 -1.0
C -0.765 1.743 1.465 2.0 0.1 2.4
N -1.737 1.698 -0.816 -0.9 -0.1 -1.9
O 1.191 0.104 -1.150 -0.1 -0.5 1.0
Br 0.518 3.071 1.913 -0.4 -0.4 -0.2
H 0.526 -1.894 -1.374 -0.1 -1.0 -0.7
H -0.857 -0.572 -1.202 0.2 -0.4 -0.3
H 1.433 -0.503 1.051 0.1 0.1 -1.2
H -1.059 1.142 2.309 -0.2 -0.1 -0.2

---

Number 1: maximum force 0.075 hartree/bohr. Number 2: maximum force 0.069 hartree/bohr.